Record 1
{"formula": "C41H51N9OP2S", "method": "ωB97M-V/def2-TZVPD", "species": ["N", "C", "C", "C", "P", "C", "C", "C", "N", "O", "P", "S", "H", "H", "H", "H", "H", "H", "H", "H", "H", "H", "H", "H", "H", "H", "H", "H", "N", "C", "C", "C", "C", "C", "H", "H", "H", "H", "H", "N", "C", "C", "C", "C", "C", "H", "H", "H", "H", "H", "N", "C", "C", "C", "C", "C", "H", "H", "H", "H", "H", "N", "C", "C", "C", "C", "C", "H", "H", "H", "H", "H", "N", "C", "C", "C", "C", "C", "H", "H", "H", "H", "H", "N", "C", "C", "C", "C", "C", "H", "H", "H", "H", "H", "N", "C", "C", "C", "C", "C", "H", "H", "H", "H", "H"], "xyz": [[-4.72703, -4.52689, 2.14664], [-3.29745, -4.46695, 2.48408], [-2.70682, -3.07817, 2.24477], [-1.54282, -2.73078, 3.18492], [-1.97961, -1.69448, 4.64362], [-3.58501, -2.35759, 5.22992], [-3.75113, -2.24234, 6.74419], [-3.37690, -3.47431, 7.54408], [-3.77431, -4.76690, 7.05577], [-2.76599, -3.38136, 8.60516], [-2.50628, 0.21858, 3.74470], [-4.45160, 0.50942, 3.57709], [-5.08673, -3.60302, 1.96238], [-5.27158, -4.87388, 2.91849], [-3.12949, -4.81951, 3.49907], [-2.79001, -5.16607, 1.82840], [-2.32564, -3.06621, 1.22987], [-3.48498, -2.32304, 2.28231], [-0.79822, -2.17270, 2.62835], [-1.06509, -3.62718, 3.56095], [-3.57840, -3.40018, 4.94235], [-4.39807, -1.88153, 4.69163], [-3.22902, -1.39715, 7.16536], [-4.80751, -2.07106, 6.94889], [-3.05782, -5.09966, 6.42172], [-4.61503, -4.69053, 6.49443], [-1.96399, 1.25645, 4.51455], [-1.88571, 0.33901, 2.48323], [-0.75245, 0.21148, 0.17878], [0.44430, 0.06578, 0.74345], [1.64292, 0.17608, 0.05793], [1.59356, 0.45248, -1.29562], [0.35762, 0.61081, -1.90457], [-0.78091, 0.48217, -1.12468], [0.43577, -0.15195, 1.80773], [2.58891, 0.05063, 0.56612], [2.50772, 0.54861, -1.86815], [0.27767, 0.83205, -2.96028], [-1.76720, 0.60116, -1.55849], [-2.43308, 4.83875, 1.88457], [-3.25788, 3.79962, 2.00196], [-4.57693, 3.90273, 2.41790], [-5.06771, 5.15949, 2.72881], [-4.22320, 6.25316, 2.61647], [-2.92162, 6.03880, 2.19126], [-2.83767, 2.83271, 1.74546], [-5.19394, 3.02230, 2.49052], [-6.09152, 5.28497, 3.05691], [-4.56413, 7.25181, 2.85301], [-2.23014, 6.86822, 2.08839], [2.54407, 3.58740, -3.20581], [2.39409, 3.79770, -1.89906], [1.45877, 4.66803, -1.35968], [0.63867, 5.36877, -2.22680], [0.78820, 5.17106, -3.59012], [1.74809, 4.27070, -4.02563], [3.05458, 3.22565, -1.25586], [1.37438, 4.78768, -0.28870], [-0.10341, 6.05867, -1.84570], [0.17087, 5.69839, -4.30432], [1.89297, 4.08624, -5.08470], [-3.01841, -7.97169, 0.91265], [-2.35751, -8.76792, 1.74914], [-1.43795, -9.72168, 1.34006], [-1.19151, -9.85725, -0.01612], [-1.87117, -9.03691, -0.90081], [-2.76958, -8.11400, -0.38622], [-2.58031, -8.63159, 2.80204], [-0.92984, -10.34021, 2.06686], [-0.48155, -10.58995, -0.37726], [-1.71053, -9.10824, -1.96749], [-3.32090, -7.45140, -1.04412], [4.43326, 8.19013, -3.86913], [3.22751, 7.62781, -3.81199], [2.04299, 8.34958, -3.86515], [2.11714, 9.72832, -3.97907], [3.36417, 10.32695, -4.03763], [4.48598, 9.51442, -3.98036], [3.21971, 6.54895, -3.71836], [1.09013, 7.84691, -3.81626], [1.21634, 10.32710, -4.02161], [3.46788, 11.39952, -4.12600], [5.48134, 9.94256, -4.02543], [1.52545, -3.04467, -4.28269], [1.83300, -1.79131, -3.95505], [2.74511, -1.01516, -4.65568], [3.37617, -1.57196, -5.75555], [3.06958, -2.87576, -6.10796], [2.14013, -3.56409, -5.34200], [1.32313, -1.39286, -3.08889], [2.95255, 0.00157, -4.34622], [4.09360, -0.99904, -6.32927], [3.53775, -3.35096, -6.95884], [1.87036, -4.58542, -5.58724], [5.29185, 0.43192, -0.88016], [5.96989, -0.30435, -0.00263], [6.90228, -1.26458, -0.36319], [7.14196, -1.47559, -1.71101], [6.44462, -0.71875, -2.63753], [5.53639, 0.21879, -2.17129], [5.75114, -0.11132, 1.04201], [7.42460, -1.83177, 0.39447], [7.86081, -2.21733, -2.03370], [6.59952, -0.84980, -3.69941], [4.97380, 0.83694, -2.86389]], "mulliken_charge": [-0.6424, -0.4109, -0.2544, -0.6898, -0.1973, 0.2219, -0.8394, 0.4732, -0.6274, -0.5262, 0.4005, -0.4820, 0.3014, 0.2201, 0.0435, 0.3457, 0.4502, 0.1580, 0.0707, 0.5449, -0.5044, 0.5502, 0.2819, 0.4076, 0.3127, 0.3313, 0.1590, -0.1140, -0.2127, -0.1005, -0.9978, 0.0058, -0.3266, -0.6578, 0.3760, 0.4226, 0.5063, 0.5224, 0.4117, -0.4575, -0.1468, -0.2932, -0.3737, -0.3185, -0.2542, 0.4237, 0.3312, 0.3741, 0.3621, 0.3462, -0.4216, -0.3016, -0.5598, -0.1035, -0.4815, -0.5376, 0.5431, 0.4778, 0.4742, 0.4982, 0.4207, -0.4169, -0.1134, -0.4757, -0.1552, -0.4303, -0.1627, 0.3490, 0.3489, 0.3621, 0.3505, 0.3621, -0.5118, -0.1409, 0.0125, -0.5823, -0.2641, -0.3067, 0.4641, 0.2221, 0.3733, 0.3678, 0.3626, -0.5202, -0.2866, -0.0427, -0.6992, -0.3058, -0.3009, 0.5677, 0.4209, 0.4342, 0.3736, 0.3777, -0.3584, -0.2255, -0.5023, -0.1701, -0.7338, 0.0275, 0.3746, 0.3627, 0.3770, 0.3722, 0.5068], "multiplicity": 1, "gap_ev": 8.861, "smiles": "NCCCP(CCC(N)=O)[PH2]=S.c1ccncc1.c1ccncc1.c1ccncc1.c1ccncc1.c1ccncc1.c1ccncc1.c1ccncc1", "e_homo_ev": -8.34, "total_charge": 0, "lumo_energy_ev": 0.52}

***

Record 2
{"formula": "C41H52INO5SeW", "method": "ωB97M-V/def2-TZVPD", "species": ["W", "C", "C", "C", "C", "C", "C", "C", "Se", "C", "C", "C", "C", "C", "C", "O", "C", "C", "C", "C", "C", "C", "C", "C", "C", "O", "C", "C", "C", "C", "C", "C", "H", "H", "H", "H", "H", "H", "H", "H", "H", "H", "H", "H", "H", "H", "H", "H", "H", "H", "H", "H", "H", "H", "H", "H", "H", "H", "H", "H", "H", "H", "H", "H", "H", "H", "H", "H", "H", "H", "H", "H", "O", "C", "O", "C", "C", "C", "C", "C", "C", "H", "H", "H", "H", "H", "I", "C", "C", "C", "C", "C", "N", "H", "H", "H", "H", "C", "O", "H", "H", "H"], "xyz": [[1.42719, 0.80238, -0.46960], [-2.37171, -5.70672, -0.18566], [-1.79421, -5.06445, 1.08431], [-1.18628, -6.16455, 1.95395], [-2.92057, -4.38042, 1.87320], [-0.76320, -4.01145, 0.68455], [-1.15482, -2.93866, -0.11388], [-0.21756, -1.98648, -0.44346], [-0.57202, -0.51210, -1.60097], [-1.85458, 0.56193, -0.69044], [-3.18968, 0.22267, -0.56265], [-4.05763, 1.16182, -0.02319], [-3.53668, 2.41909, 0.30512], [-2.20785, 2.80104, 0.15309], [-1.35704, 1.80711, -0.34499], [-0.00920, 2.01955, -0.55436], [-1.71508, 4.20058, 0.52449], [-2.86967, 5.11632, 0.93683], [-1.00416, 4.84971, -0.67341], [-0.75354, 4.08357, 1.71470], [-5.54068, 0.87815, 0.19676], [-6.37040, 1.87012, -0.63183], [-5.86467, 1.05108, 1.68786], [-5.91651, -0.54294, -0.22245], [1.11645, -2.06039, -0.05466], [1.94730, -1.04173, -0.47993], [1.54981, -3.12856, 0.73304], [0.57180, -4.06910, 1.07450], [2.99788, -3.27451, 1.20606], [3.91753, -3.40761, -0.01636], [3.38678, -2.06186, 2.06567], [3.19821, -4.52447, 2.06724], [-3.10801, -6.46380, 0.08593], [-1.58810, -6.19040, -0.77090], [-2.87177, -4.97600, -0.82361], [-1.96137, -6.88550, 2.21290], [-0.78152, -5.77023, 2.88828], [-0.39752, -6.70770, 1.43013], [-3.67036, -5.11756, 2.16232], [-3.42407, -3.61292, 1.28180], [-2.53563, -3.91502, 2.78278], [-2.17364, -2.85245, -0.46764], [-3.54155, -0.74747, -0.88270], [-4.22480, 3.15275, 0.69720], [-3.59785, 5.23937, 0.13350], [-2.46938, 6.10269, 1.17096], [-3.38553, 4.75547, 1.82802], [-1.66895, 4.89634, -1.53770], [-0.09892, 4.31680, -0.96004], [-0.72390, 5.87163, -0.41428], [-1.26743, 3.67972, 2.59016], [-0.36677, 5.06959, 1.97915], [0.09251, 3.43993, 1.47469], [-6.18224, 2.90381, -0.33963], [-7.43282, 1.67410, -0.48398], [-6.15169, 1.77124, -1.69639], [-5.65885, 2.06408, 2.03560], [-5.28566, 0.35542, 2.29857], [-6.92302, 0.85266, 1.85983], [-5.74181, -0.71442, -1.28679], [-6.97866, -0.70258, -0.03913], [-5.37048, -1.29457, 0.35320], [0.87943, -4.90208, 1.68507], [3.80648, -2.57704, -0.71001], [3.69580, -4.32694, -0.55996], [4.95918, -3.45293, 0.30699], [3.27172, -1.12155, 1.52981], [4.42845, -2.15059, 2.37969], [2.77178, -2.02372, 2.96772], [2.97142, -5.43972, 1.51903], [2.59454, -4.49968, 2.97596], [4.24408, -4.57784, 2.37073], [2.26417, 2.57779, -1.31419], [2.38372, 2.03899, -2.46864], [2.01166, 0.79619, -2.47039], [2.87848, 2.72111, -3.63417], [2.95098, 2.03873, -4.85316], [3.42332, 2.70156, -5.96857], [3.81767, 4.03168, -5.86498], [3.74480, 4.71046, -4.65227], [3.27432, 4.05899, -3.52979], [2.63597, 1.00569, -4.91200], [3.48448, 2.19025, -6.91893], [4.18571, 4.54760, -6.74201], [4.05358, 5.74451, -4.59080], [3.20484, 4.56900, -2.57818], [2.99987, 3.05619, 1.92972], [4.19784, 1.70395, 0.90649], [5.55889, 1.70881, 1.15978], [6.38112, 0.86894, 0.42956], [5.81923, 0.05097, -0.53865], [4.45639, 0.07894, -0.71878], [3.64498, 0.88079, 0.00243], [5.96013, 2.37318, 1.91076], [7.44800, 0.86423, 0.60913], [6.42195, -0.60791, -1.14667], [3.97551, -0.54903, -1.45181], [0.32237, 0.34412, 2.50949], [0.93971, 0.50568, 1.23658], [1.10917, 0.33237, 3.26125], [-0.20475, -0.60933, 2.50213], [-0.36236, 1.17352, 2.67586]], "mulliken_charge": [0.7134, -1.6025, 1.9341, -2.1328, -1.5036, -0.4913, -0.8178, 1.3623, 0.4204, 0.7464, -0.6994, -0.5810, -0.3178, -0.5815, 0.4486, -0.2435, 2.0685, -2.3550, -1.5598, -0.9550, 2.0063, -1.6044, -1.5534, -2.0265, -0.2570, -0.5803, -0.6182, -0.2590, 2.1815, -1.3476, -1.1160, -2.3862, 0.4600, 0.3701, 0.3123, 0.4384, 0.4023, 0.4322, 0.4674, 0.2365, 0.3437, 0.4714, 0.5838, 0.5708, 0.4534, 0.4559, 0.4286, 0.3485, 0.1142, 0.4898, 0.2852, 0.5278, -0.5041, 0.3399, 0.4632, 0.3684, 0.3280, 0.3519, 0.4707, 0.4020, 0.4443, 0.3350, 0.6081, -0.0033, 0.3685, 0.4712, -0.0052, 0.5124, 0.2463, 0.4836, 0.4626, 0.4463, -0.5292, 1.2554, -0.6805, 0.2755, -0.3365, -0.8226, -0.3494, -0.9342, -0.2280, 0.5029, 0.4420, 0.4276, 0.4371, 0.5443, 0.2564, 0.1598, -0.7835, -0.4138, -0.9958, -0.3519, 0.3516, 0.5187, 0.4735, 0.5273, 0.7441, -0.7328, 0.4283, 0.3564, 0.2167, 0.1670], "multiplicity": 1, "gap_ev": 6.564, "e_above_lowest_ev": 0.529, "e_homo_ev": -13.79, "total_charge": 2, "lumo_energy_ev": -7.22}